ORCA calculation (ωB97M-V/def2-TZVPD) on a molecular structure, C33H20AsCl2F15HgPSTe.

Element x y z (Å)
Hg  1.9263  0.0776  -1.8368
Te  3.7110  1.9777  -1.7002
As  -0.7160  2.9523  -2.2004
Cl  2.7309  -4.3352  -3.4269
Cl  2.3887  -1.3663  1.1311
S  1.0878  -2.1750  -1.7340
P  -1.0043  -0.1706  0.8765
F  -0.8645  1.3925  -2.9775
F  -1.5494  3.7137  -3.5025
F  -1.2350  -5.2284  5.3167
F  -1.9450  -6.2910  3.5711
F  0.7964  3.1912  -2.9995
F  0.1148  2.1179  -0.8797
F  -3.3352  -5.1750  4.8041
F  -7.4137  -0.3513  -1.0859
F  -2.2222  2.6810  -1.3766
F  -0.5350  4.4474  -1.3525
F  -7.0917  1.7771  -1.2940
F  1.2484  4.3651  5.3033
F  -0.8294  4.3087  5.8944
F  -0.2020  5.6094  4.2818
F  -6.5475  0.4365  -2.9078
C  -1.3562  -1.6193  1.9679
C  4.7560  0.8312  -5.8205
C  5.0337  3.2053  -5.6558
C  5.1000  2.0414  -6.4071
C  -0.1020  0.9545  3.2887
C  5.0047  -4.0385  -0.1896
C  2.6087  -2.8647  -1.1322
C  -5.1844  0.4196  -0.9685
C  3.1662  -2.5352  0.1106
C  -0.8171  1.1716  2.1079
C  -2.1184  -1.5643  3.1366
C  -3.7594  0.6243  0.9474
C  -1.8574  -3.9282  3.4434
C  4.3575  0.7838  -4.4918
C  4.4850  -4.4107  -1.4163
C  0.1692  2.0003  4.1547
C  4.2805  1.9507  -3.7359
C  -0.2650  3.2823  3.8426
C  4.3440  -3.0951  0.5775
C  4.6191  3.1622  -4.3314
C  3.3126  -3.8286  -1.8717
C  -0.8473  -2.8477  1.5575
C  -4.1342  -0.0863  -1.7122
C  -2.3683  -2.7078  3.8727
C  -2.6900  0.1136  0.2118
C  -6.5484  0.5735  -1.5710
C  -1.0982  -4.0029  2.2884
C  -2.0946  -5.1534  4.2746
C  -0.9519  3.5185  2.6623
C  -1.2211  2.4692  1.7964
C  -5.0012  0.7796  0.3624
C  -0.0106  4.3916  4.8167
C  -2.8879  -0.2343  -1.1183
H  -2.5159  -0.6161  3.4768
H  0.7206  1.8216  5.0693
H  -4.2731  -0.3367  -2.7543
H  4.9812  -5.1454  -2.0347
H  4.5401  4.0830  -3.7667
H  5.2898  4.1577  -6.1034
H  5.9254  -4.4802  0.1679
H  4.7297  -2.7838  1.5380
H  5.4097  2.0768  -7.4437
H  -1.7299  2.6699  0.8620
H  -2.0510  -0.5827  -1.7105
H  0.2453  -0.0417  3.5372
H  -0.2456  -2.8950  0.6570
H  4.7991  -0.0852  -6.3959
H  -0.7031  -4.9539  1.9577
H  4.1125  -0.1733  -4.0472
H  -3.6164  0.9232  1.9785
H  -5.8273  1.1883  0.9304
H  -1.2651  4.5207  2.4040
H  -2.9635  -2.6587  4.7755

Force components x, y, z for each atom (eV/Å):
Hg -0.05 -0.07 0.17
Te 0.09 0.03 0.01
As 0.03 -0.02 0.04
Cl 0.00 0.01 0.01
Cl 0.03 0.05 0.04
S 0.07 0.09 -0.07
P 0.05 -0.01 0.02
F 0.03 -0.10 -0.03
F -0.05 0.03 -0.02
F -0.06 -0.01 -0.04
F -0.02 0.05 0.06
F 0.07 -0.01 -0.04
F 0.01 0.04 -0.09
F 0.07 -0.02 -0.01
F 0.03 0.08 -0.05
F -0.08 -0.01 0.04
F 0.01 0.04 0.02
F 0.00 -0.09 -0.03
F -0.05 0.01 -0.01
F 0.05 0.02 -0.05
F 0.02 -0.06 0.05
F -0.03 0.01 0.08
C -0.02 0.01 0.03
C -0.01 0.01 0.03
C 0.00 -0.01 0.00
C -0.01 0.00 0.02
C -0.01 0.04 0.00
C 0.00 0.02 0.03
C -0.05 -0.11 -0.14
C 0.00 -0.01 -0.02
C 0.03 0.00 0.01
C 0.01 0.01 0.01
C 0.01 -0.01 -0.02
C 0.00 -0.01 -0.01
C 0.00 -0.01 0.00
C 0.05 -0.01 -0.02
C -0.04 0.01 -0.03
C -0.01 -0.04 -0.01
C -0.01 0.01 -0.02
C 0.01 0.00 0.01
C 0.00 -0.01 -0.01
C -0.02 0.02 -0.02
C -0.01 0.04 0.02
C 0.00 -0.01 0.01
C 0.03 -0.01 0.01
C -0.01 0.02 0.01
C -0.02 -0.05 -0.01
C -0.02 0.00 0.00
C 0.01 0.02 -0.03
C -0.01 -0.01 0.00
C -0.02 0.00 -0.03
C 0.00 0.00 0.00
C 0.02 0.01 0.03
C -0.02 0.02 0.01
C -0.02 0.02 0.00
H 0.00 -0.01 0.01
H 0.00 0.00 -0.01
H 0.00 0.00 0.00
H 0.00 0.00 0.00
H -0.01 -0.01 0.00
H 0.00 0.00 0.00
H -0.01 0.00 0.00
H 0.00 -0.01 0.00
H 0.00 0.00 0.00
H 0.00 0.00 0.03
H -0.01 -0.01 0.00
H 0.00 0.01 0.00
H -0.03 -0.01 0.00
H 0.00 0.00 0.00
H 0.00 0.01 0.00
H -0.01 0.00 0.02
H 0.00 0.01 0.00
H 0.00 0.00 0.00
H 0.00 -0.01 0.00
H 0.00 0.00 -0.01

Output
DFT total energy (a.u.): -7085.03834
ΔE to the lowest compared entry with this formula, charge and spin (kcal/mol): 0.00
LUMO energy (eV): 1.884
Max |F| (eV/Å): 0.189
HOMO energy (eV): -5.56
Charge: -1
HOMO-LUMO gap (eV): 7.45

---

ORCA calculation (ωB97M-V/def2-TZVPD) on a molecular structure, C33H20CaN2O6S4.

Element x y z (Å)
Ca  0.9574  0.1129  0.7262
S  -2.1598  -1.1752  -2.3641
S  3.2244  -0.1431  -2.9383
S  -1.5512  4.5305  1.0835
S  0.0096  -3.7520  -1.0768
O  2.5497  -0.1275  2.4150
O  -2.7302  -2.3358  1.5097
O  -1.0904  -1.1380  0.6161
O  0.0432  -4.6228  5.3725
O  3.4433  -0.9477  4.3611
O  1.4396  -1.0223  -1.1069
N  0.4606  -1.4678  2.6405
N  -0.6365  2.1972  1.5765
C  -0.9202  -3.2142  3.5711
C  0.9573  3.5465  0.3032
C  -2.8674  0.3528  -1.9947
C  3.5019  0.3619  -4.5595
C  0.5162  -2.7943  -2.4238
C  1.8314  2.4234  0.1206
C  -0.5271  -0.5062  -2.2665
C  2.9393  2.7444  -0.6404
C  -3.9512  3.4911  2.3956
C  -1.6027  -1.8463  1.4848
C  -4.4947  2.3899  3.0313
C  2.4893  0.0691  -5.3821
C  1.4377  -0.5597  -4.7130
C  0.5032  -3.4844  -3.5657
C  -3.8364  1.1966  3.1787
C  -0.6381  -2.2000  2.6252
C  1.1495  4.7815  -0.3523
C  -0.1652  -5.1282  -2.0944
C  -0.2775  3.2976  1.0343
C  -2.5473  1.1158  2.7226
C  2.6013  -0.8198  3.4663
C  -1.9295  1.2775  -1.7211
C  1.2101  -2.6919  4.5407
C  1.3653  -1.7305  3.5694
C  1.6592  -0.7421  -3.3924
C  0.0833  -3.5167  4.4862
C  -1.9214  2.2157  2.0994
C  0.7725  -1.2675  -2.2429
C  2.3017  4.9981  -1.0729
C  3.2236  3.9454  -1.2297
C  -0.6235  0.8291  -1.9328
C  0.1277  -4.8297  -3.3912
C  -2.6007  3.4270  1.9477
H  -2.0394  0.2328  2.9422
H  0.2608  1.4384  -1.7837
H  -2.1010  2.3133  -1.4481
H  -4.3981  4.4408  2.2601
H  0.8444  -2.9851  -4.4723
H  0.1191  -5.5716  -4.1945
H  -1.8652  -3.7639  3.5702
H  -5.4509  2.4962  3.4653
H  2.5242  0.3242  -6.4317
H  3.6166  1.9792  -0.8298
H  0.4726  -0.7641  -5.1316
H  0.3334  5.5191  -0.3932
H  -4.2180  0.3124  3.6716
H  -3.9343  0.4105  -1.9167
H  2.4524  5.8533  -1.7344
H  4.5582  0.6816  -4.8315
H  1.9625  -2.7737  5.3419
H  -0.5709  -5.2261  5.0519
H  4.0952  3.9722  -1.8413
H  -0.3891  -6.1299  -1.7115

Force components x, y, z for each atom (eV/Å):
Ca -0.15 -0.24 0.46
S 1.10 0.65 -0.14
S -0.71 -0.23 -0.33
S -0.60 0.19 0.38
S 0.20 0.01 -0.28
O 1.11 0.47 0.48
O -0.88 -0.38 0.35
O 0.45 1.37 -1.02
O 1.61 2.89 0.11
O 0.27 0.52 -0.19
O 0.48 -0.09 0.84
N -0.48 -0.92 -0.02
N 0.14 -1.18 0.45
C 0.41 -0.11 -0.20
C 0.74 -0.54 -0.69
C -0.23 -1.12 0.08
C 3.16 0.25 0.69
C -0.36 1.58 1.17
C -1.40 1.03 0.77
C -1.88 0.80 0.30
C -0.05 0.22 0.11
C 2.31 -0.13 -0.33
C -0.05 -0.99 0.58
C -0.63 1.16 -0.26
C 0.10 0.36 -1.26
C -1.09 -0.04 0.18
C 0.49 0.07 -1.19
C 1.12 -0.33 -0.07
C -0.92 -0.41 0.62
C -0.49 -0.03 0.26
C 0.05 -0.42 0.09
C -0.71 0.57 -0.33
C 0.09 1.20 -0.24
C -0.50 -0.77 -0.21
C 0.00 1.29 -0.29
C 0.22 -0.58 0.75
C 0.29 0.74 0.48
C 0.32 -0.14 0.63
C 0.30 -0.27 0.49
C 0.16 -0.44 0.08
C 0.78 -0.82 -0.56
C 0.78 -0.20 -1.34
C -1.18 0.53 0.72
C 0.97 -1.14 -0.14
C -0.06 -0.98 -0.43
C -0.79 -0.80 -0.03
H 1.12 -1.24 -0.17
H 0.00 0.03 0.00
H -0.33 -0.10 0.08
H -1.05 0.57 0.18
H -0.27 -0.50 0.03
H -0.05 0.22 0.28
H 0.29 0.25 -0.34
H -1.15 0.12 0.25
H -0.18 -0.12 -0.12
H 1.28 -1.45 -0.36
H -0.31 -0.16 -0.32
H 0.49 -0.12 0.22
H -0.42 0.23 0.02
H -0.25 0.15 0.05
H -0.27 0.19 0.51
H -1.71 -0.13 0.29
H -0.33 -0.15 -0.69
H -1.86 -1.59 -0.94
H 0.54 0.58 -0.46
H -0.03 0.62 -0.03

Output
DFT total energy (a.u.): -4101.05964
LUMO energy (eV): 4.060
Max |F| (eV/Å): 3.311
HOMO energy (eV): -2.62
Charge: -2
HOMO-LUMO gap (eV): 6.68

---

ORCA calculation (ωB97M-V/def2-TZVPD) on a molecular structure, C33H20N9O9SeW.

Element x y z (Å)
W  -0.8169  -0.7826  -0.1238
Se  -1.3242  -4.6871  1.3746
O  0.0922  -3.6779  -2.2781
O  -0.1574  -0.4459  -2.0053
O  0.4724  -3.4773  -4.4487
O  -2.1621  0.5741  -0.9045
O  0.3410  0.7775  -4.8230
O  -0.4073  -0.6865  1.9183
O  -1.8394  -2.2083  -1.2646
O  -2.0094  2.5128  -5.2839
O  -3.5946  2.5835  -2.7872
N  -2.6730  -1.1708  0.9102
N  -1.0583  1.4815  1.8835
N  3.1548  -2.3701  0.8858
N  -3.0703  -4.6243  1.8356
N  1.6191  1.3468  -1.1437
N  1.0945  -1.4774  -0.0564
N  -1.2564  -2.9025  1.0227
N  -0.3731  1.3847  0.6775
N  4.2543  -1.4041  2.8993
C  -1.5278  -2.5000  -3.6261
C  -2.9766  -0.3672  6.1661
C  -4.0367  -1.3396  -4.0156
C  -3.9211  -0.6734  1.0216
C  -2.6170  1.9057  -2.9979
C  -3.2513  -1.6792  -5.1116
C  -0.9986  0.3302  2.4711
C  0.9247  2.4672  -0.9980
C  0.0318  2.4957  0.1743
C  -1.9289  0.9570  -2.1327
C  -3.4836  -3.3692  1.6771
C  -0.2141  -3.2143  -3.4956
C  -4.9515  -1.4642  1.5019
C  2.0664  -1.8737  0.4643
C  -2.4748  -2.4566  1.2285
C  1.0723  3.5490  -1.8651
C  -0.8243  0.4030  -2.7303
C  2.4853  1.2416  -2.1388
C  -3.5638  -1.5442  -2.7321
C  -2.9886  0.9064  5.6098
C  -2.2898  -2.0774  -2.5279
C  -0.5791  0.9500  -4.0635
C  -1.6559  0.1176  3.7728
C  -1.7778  1.8886  -4.2882
C  -0.3439  3.8279  0.7446
C  2.7082  2.2666  -3.0469
C  1.9774  3.4354  -2.9052
C  -2.3316  1.1515  4.4170
C  -4.7638  -2.8083  1.8336
C  -2.0174  -2.2731  -4.9090
C  -2.3035  -1.3978  5.5263
C  -1.6429  -1.1576  4.3313
C  3.7021  -1.8234  1.9752
H  -1.1062  4.2796  0.1023
H  -5.9328  -1.0215  1.6026
H  0.4817  4.4484  -1.7512
H  2.9929  0.2878  -2.2314
H  -4.0593  0.3558  0.7227
H  -0.5579  -3.3198  -1.6384
H  -1.1179  -1.9504  3.8145
H  -3.6078  -1.4959  -6.1167
H  -1.3908  -2.5722  -5.7389
H  3.4148  2.1445  -3.8556
H  -0.7532  3.7243  1.7411
H  -3.5178  1.7088  6.1082
H  0.5207  4.4916  0.7538
H  -5.5909  -3.4168  2.1738
H  -5.0139  -0.8959  -4.1630
H  -3.4949  -0.5543  7.0982
H  -4.1427  -1.2604  -1.8618
H  -2.3409  2.1345  3.9661
H  2.1034  4.2489  -3.6079
H  -2.2957  -2.3919  5.9540

Force components x, y, z for each atom (eV/Å):
W -1.11 -0.46 0.28
Se -0.03 0.01 -0.04
O 0.15 0.08 -0.05
O 0.41 0.20 -0.16
O 0.12 0.13 0.00
O -0.13 -0.26 -0.01
O -0.06 -0.01 0.01
O 0.18 -0.09 -0.22
O 0.46 0.14 -0.25
O 0.03 0.00 0.05
O 0.00 -0.01 -0.02
N -0.50 0.03 0.00
N -0.13 0.07 0.20
N -0.27 0.31 0.28
N 0.04 -0.07 0.01
N 0.38 -0.12 0.24
N -0.05 0.00 0.29
N 0.15 0.01 0.13
N 0.28 0.06 -0.37
N 0.00 -0.01 0.05
C -0.01 0.17 0.07
C 0.01 -0.01 -0.01
C 0.00 0.02 0.09
C 0.06 0.07 0.08
C -0.05 -0.02 0.11
C 0.04 -0.03 -0.07
C 0.02 0.13 -0.15
C 0.18 -0.05 -0.32
C -0.28 -0.05 0.24
C 0.26 -0.07 -0.11
C -0.06 0.19 -0.01
C -0.22 -0.42 -0.07
C 0.00 0.07 -0.01
C 0.26 -0.15 -0.27
C 0.21 -0.04 0.15
C -0.14 0.02 0.07
C -0.19 0.33 0.14
C -0.09 0.03 -0.16
C -0.01 0.05 -0.05
C -0.02 0.02 0.02
C -0.13 -0.07 0.07
C 0.10 -0.06 -0.05
C -0.01 -0.06 0.18
C -0.07 0.06 -0.10
C 0.06 0.04 -0.04
C -0.05 0.05 0.01
C 0.09 -0.01 -0.09
C 0.02 0.00 -0.03
C -0.02 -0.12 0.04
C 0.02 0.03 -0.02
C -0.01 0.01 0.02
C 0.01 0.02 -0.04
C 0.15 -0.16 -0.16
H 0.00 0.00 0.00
H 0.01 0.02 -0.01
H -0.01 -0.02 0.04
H 0.04 0.03 0.03
H 0.00 0.00 0.00
H -0.05 0.02 0.01
H 0.00 0.00 0.00
H 0.01 -0.01 0.00
H -0.01 0.00 -0.01
H -0.01 -0.03 0.00
H 0.00 0.00 0.02
H 0.00 0.00 0.00
H -0.01 0.00 0.00
H 0.02 -0.01 0.00
H 0.00 0.00 0.01
H 0.00 0.00 0.00
H -0.01 0.00 -0.01
H 0.00 0.00 0.00
H -0.01 0.00 0.00
H 0.00 0.00 0.00

Output
DFT total energy (a.u.): -4908.18057
ΔE to the lowest compared entry with this formula, charge and spin (kcal/mol): 33.70
LUMO energy (alpha / beta) (eV): 1.215 / 0.966
Max |F| (eV/Å): 1.233
HOMO energy (alpha / beta) (eV): -4.42 / -6.11
Charge: -1
Spin multiplicity: 3
HOMO-LUMO gap (alpha / beta) (eV): 5.63 / 7.08

---

Question: Which of these has the lowest DFT total energy?
Answer: C33H20AsCl2F15HgPSTe